[1]
This record from the Open Molecules 2025 dataset describes a molecular structure, C2H3O3PS. The level of theory is the ωB97M-V functional and the def2-TZVPD basis.

The geometry in ORCA input format:
```
! wB97M-V def2-TZVPD RIJCOSX def2/J DEFGRID3
* xyz 0 1
C 0.14 -0.20 0.47
C 0.24 0.50 -0.61
O 3.99 -1.66 -0.77
O 2.26 2.65 0.15
O 2.88 0.15 0.48
P 3.80 -1.15 0.57
S 2.44 1.39 -0.57
H -0.72 -0.74 0.63
H 0.89 -0.29 1.23
H -0.15 0.77 -1.46
*
```

- relative energy (zero: lowest compared OMol25 entry of this formula, charge and spin) (kJ/mol) = 142.2
- HOMO energy (alpha / beta) (eV) = -9.04 / -9.04

=====

[2]
This record from the Open Molecules 2025 dataset describes a gas-phase ion, C2H3O3S (charge -1). The level of theory is the ωB97M-V functional and the def2-TZVPD basis.

The geometry in ORCA input format:
```
! wB97M-V def2-TZVPD RIJCOSX def2/J DEFGRID3
* xyz -1 1
C -1.36 -0.11 0.29
C -0.38 0.16 -0.54
O 1.30 0.40 1.36
O 2.02 0.90 -0.96
O 1.50 -1.58 -0.19
S 1.31 -0.03 -0.04
H -2.48 -0.03 0.28
H -1.21 -0.44 1.33
H -0.70 0.74 -1.52
*
```

- relative energy (zero: lowest compared OMol25 entry of this formula, charge and spin) (kJ/mol) = 167.4
- HOMO energy (eV) = -4.90
- SMILES = C=CS(=O)(=O)[O-]

=====

[3]
This record from the Open Molecules 2025 dataset describes a molecular structure, C2H3O3Sn. The level of theory is the ωB97M-V functional and the def2-TZVPD basis.

The geometry in ORCA input format:
```
! wB97M-V def2-TZVPD RIJCOSX def2/J DEFGRID3
* xyz 0 2
H 2.37 -0.79 0.33
O -0.41 0.92 -0.51
O -0.76 -0.25 -1.30
C 0.94 0.89 -0.22
H 1.24 1.83 0.27
Sn -1.37 -0.87 0.41
O 0.53 -0.80 1.26
C 1.42 -0.28 0.57
H 1.62 0.70 -1.11
*
```

- relative energy (zero: lowest compared OMol25 entry of this formula, charge and spin) (kJ/mol) = 0.0
- HOMO energy (alpha / beta) (eV) = -5.97 / -9.99
- expectation value of S² = 0.756

=====

[4]
This record from the Open Molecules 2025 dataset describes 2 unconnected molecules or ions with the total composition C2H3O4. The level of theory is the ωB97M-V functional and the def2-TZVPD basis.

The geometry in ORCA input format:
```
! wB97M-V def2-TZVPD RIJCOSX def2/J DEFGRID3
* xyz 0 4
O -0.11 0.34 3.97
O 1.10 0.07 3.89
H -0.45 2.65 4.88
O -1.11 3.38 5.05
C -1.18 3.56 6.35
C -2.18 4.40 6.88
O -2.27 4.59 8.11
H -0.48 3.08 7.02
H -2.84 4.84 6.09
*
```

- relative energy (zero: lowest compared OMol25 entry of this formula, charge and spin) (kJ/mol) = 0.0
- HOMO energy (alpha / beta) (eV) = -8.42 / -9.71
- expectation value of S² = 3.774

=====

[5]
This record from the Open Molecules 2025 dataset describes a single C2H3OPS molecule. The level of theory is the ωB97M-V functional and the def2-TZVPD basis.

The geometry in ORCA input format:
```
! wB97M-V def2-TZVPD RIJCOSX def2/J DEFGRID3
* xyz 0 1
C -0.10 -0.21 -0.17
C 0.78 0.98 -0.14
O -2.63 -1.45 0.94
P -1.16 -1.50 0.95
S -0.04 -1.37 -1.31
H 1.44 0.82 0.75
H 1.39 0.83 -1.01
H 0.33 1.89 0.00
*
```

- relative energy (zero: lowest compared OMol25 entry of this formula, charge and spin) (kJ/mol) = 62.2
- HOMO energy (eV) = -9.12

=====

[6]
This record from the Open Molecules 2025 dataset describes a single C2H3OPS2 molecule. The level of theory is the ωB97M-V functional and the def2-TZVPD basis.

The geometry in ORCA input format:
```
! wB97M-V def2-TZVPD RIJCOSX def2/J DEFGRID3
* xyz 0 1
C -0.79 1.88 -1.18
C 0.08 1.09 -0.55
O 0.78 -0.49 1.49
P 1.37 0.05 0.02
S 3.15 0.97 0.04
S 0.94 -1.70 -1.08
H -1.50 2.62 -1.22
H 1.30 -0.15 2.31
H 1.01 -2.35 -0.01
*
```

- relative energy (zero: lowest compared OMol25 entry of this formula, charge and spin) (kJ/mol) = 107.1
- HOMO energy (eV) = -9.17
- SMILES = C#C[P@](O)(=S)S

=====

[7]
This record from the Open Molecules 2025 dataset describes a gas-phase ion, C2H3OS3 (charge -1). The level of theory is the ωB97M-V functional and the def2-TZVPD basis.

The geometry in ORCA input format:
```
! wB97M-V def2-TZVPD RIJCOSX def2/J DEFGRID3
* xyz -1 1
C -1.49 0.04 0.18
C 0.00 0.01 -0.12
O -2.04 0.06 1.26
S -2.20 -0.04 -1.35
S 0.79 -1.57 0.57
S 0.72 1.48 0.58
H 0.24 -0.16 -1.11
H 2.08 -1.21 -0.01
H 1.90 1.37 0.00
*
```

- relative energy (zero: lowest compared OMol25 entry of this formula, charge and spin) (kJ/mol) = 36.8
- HOMO energy (eV) = -3.43
- SMILES = [O-]C(=S)C(S)S

=====

[8]
This record from the Open Molecules 2025 dataset describes a single C2H3P molecule. The level of theory is the ωB97M-V functional and the def2-TZVPD basis.

The geometry in ORCA input format:
```
! wB97M-V def2-TZVPD RIJCOSX def2/J DEFGRID3
* xyz 0 1
C -0.17 -0.80 -0.10
C 0.22 0.57 -0.08
P -1.65 -0.08 -0.01
H 0.38 -1.91 0.29
H 0.44 1.06 0.80
H 0.78 1.17 -0.90
*
```

- relative energy (zero: lowest compared OMol25 entry of this formula, charge and spin) (kJ/mol) = 80.6
- HOMO energy (eV) = -9.16
- SMILES = C1=PC1

=====

[9]
This record from the Open Molecules 2025 dataset describes a single C2H3P3 molecule. The level of theory is the ωB97M-V functional and the def2-TZVPD basis.

The geometry in ORCA input format:
```
! wB97M-V def2-TZVPD RIJCOSX def2/J DEFGRID3
* xyz 0 1
C -0.53 0.91 -0.20
C -0.12 -0.31 0.15
P -2.09 1.75 -0.02
P -2.77 -1.63 -0.09
P -3.53 0.20 0.09
H 0.18 1.57 -0.68
H 0.88 -0.66 -0.06
H -0.74 -0.97 0.74
*
```

- relative energy (zero: lowest compared OMol25 entry of this formula, charge and spin) (kJ/mol) = 206.6
- HOMO energy (alpha / beta) (eV) = -7.85 / -7.99
- SMILES = C=CP=P#P

=====

[10]
This record from the Open Molecules 2025 dataset describes 19 unconnected molecules or ions with the total composition C2H40O20. The level of theory is the ωB97M-V functional and the def2-TZVPD basis.

The geometry in ORCA input format:
```
! wB97M-V def2-TZVPD RIJCOSX def2/J DEFGRID3
* xyz -2 1
O -1.74 -5.04 -23.69
C -2.01 -5.54 -22.39
C -3.43 -5.39 -21.99
O -3.75 -5.96 -20.76
H -1.32 -5.14 -21.66
H -1.85 -6.58 -22.50
H -4.11 -5.89 -22.69
H -3.79 -4.38 -22.05
O -5.34 -4.25 -24.40
H -4.48 -3.90 -24.24
H -5.11 -5.16 -24.12
O 1.11 -6.61 -21.43
H 1.55 -6.58 -20.57
H 0.27 -6.92 -21.07
O -3.85 -8.42 -22.04
H -3.21 -8.47 -22.74
H -3.96 -7.49 -21.81
O -0.02 -7.06 -24.34
H 0.81 -6.59 -24.34
H -0.69 -6.33 -24.21
O -6.33 -6.41 -21.27
H -5.39 -6.12 -21.16
H -6.36 -7.18 -20.67
O 0.17 -3.34 -22.81
H 0.95 -3.73 -23.22
H -0.62 -3.93 -22.88
O -5.83 -2.42 -22.00
H -5.95 -3.02 -22.79
H -5.64 -2.97 -21.27
O -5.98 -7.19 -23.79
H -6.71 -6.64 -24.13
H -6.03 -6.99 -22.90
O -2.51 -1.84 -21.54
H -2.65 -2.26 -22.43
H -2.43 -2.53 -20.86
O -1.00 -9.08 -22.62
H -1.30 -8.55 -21.87
H -0.92 -8.38 -23.27
O -1.15 -7.34 -20.09
H -1.94 -6.86 -20.33
H -1.38 -7.41 -19.18
O -2.20 -4.09 -19.41
H -2.60 -4.69 -20.07
H -1.30 -4.32 -19.46
O -2.96 -7.41 -24.53
H -2.58 -6.63 -24.10
H -3.05 -7.09 -25.47
O -5.27 -3.89 -19.85
H -4.70 -3.18 -19.54
H -4.73 -4.62 -20.16
O 0.41 -4.56 -20.01
H 0.52 -5.07 -20.81
H 0.55 -5.20 -19.31
O -2.95 -2.67 -24.26
H -2.51 -3.50 -23.96
H -2.45 -2.34 -25.07
O 0.15 -4.45 -25.54
H -0.43 -4.41 -24.77
H 0.03 -3.60 -25.95
O -4.49 -6.87 -18.30
H -4.15 -6.14 -17.77
H -4.26 -6.55 -19.15
*
```

- relative energy (zero: lowest compared OMol25 entry of this formula, charge and spin) (kJ/mol) = 55.5
- HOMO energy (eV) = -3.59

=====

[11]
This record from the Open Molecules 2025 dataset describes 20 unconnected molecules or ions with the total composition C2H42O21. The level of theory is the ωB97M-V functional and the def2-TZVPD basis.

The geometry in ORCA input format:
```
! wB97M-V def2-TZVPD RIJCOSX def2/J DEFGRID3
* xyz -2 1
O -1.05 0.55 -1.60
C 0.12 0.56 -0.76
C -0.23 0.42 0.66
O 0.83 0.54 1.55
H 0.69 1.45 -0.95
H 0.72 -0.31 -1.14
H -0.75 -0.51 0.90
H -0.92 1.22 0.87
O -2.01 3.51 0.86
H -1.59 3.24 1.70
H -1.84 2.73 0.29
O 3.03 0.18 -3.69
H 2.50 -0.52 -3.35
H 2.53 0.94 -3.64
O -3.22 1.09 -0.43
H -3.70 0.30 -0.55
H -2.34 0.85 -0.84
O 1.87 3.60 -1.99
H 1.65 3.10 -2.84
H 2.50 3.00 -1.53
O 0.30 -3.55 -2.05
H 0.71 -2.92 -2.60
H 1.01 -4.17 -1.86
O 3.01 -0.01 0.33
H 2.63 -0.42 -0.45
H 2.23 0.21 0.83
O -1.74 -2.00 -1.10
H -1.51 -1.12 -1.22
H -0.98 -2.43 -1.46
O -0.59 -0.43 3.62
H -0.09 -0.02 2.88
H -0.49 0.07 4.43
O -3.02 0.23 2.48
H -2.91 0.64 1.60
H -2.14 0.00 2.82
O -3.04 0.28 -3.29
H -3.55 -0.49 -3.22
H -2.28 0.26 -2.65
O 2.63 -1.83 -1.69
H 3.50 -2.18 -1.45
H 1.93 -2.23 -1.16
O 1.07 -2.29 0.68
H 0.45 -1.55 0.58
H 0.54 -3.07 0.63
O 0.13 -0.84 -3.58
H -0.23 -0.20 -4.19
H -0.21 -0.43 -2.76
O 1.41 3.16 0.82
H 1.00 3.20 -0.04
H 1.27 2.24 1.10
O 0.12 -3.13 3.48
H -0.06 -2.19 3.23
H -0.14 -3.55 2.62
O -0.97 3.15 -2.12
H -0.88 2.24 -1.86
H -0.05 3.37 -2.03
O -2.99 -2.48 1.28
H -2.98 -1.83 2.01
H -2.53 -2.06 0.61
O 2.42 -0.71 3.37
H 1.84 -0.65 2.58
H 1.89 -1.16 4.00
O 1.73 2.00 3.85
H 1.25 1.41 4.40
H 1.49 1.55 3.03
*
```

- relative energy (zero: lowest compared OMol25 entry of this formula, charge and spin) (kJ/mol) = 51.4
- HOMO energy (eV) = -3.78

=====

[12]
This record from the Open Molecules 2025 dataset describes 23 unconnected molecules or ions with the total composition C2H48O24. The level of theory is the ωB97M-V functional and the def2-TZVPD basis.

The geometry in ORCA input format:
```
! wB97M-V def2-TZVPD RIJCOSX def2/J DEFGRID3
* xyz -2 1
O 0.74 0.41 -1.59
C 0.29 0.82 -0.31
C -0.17 -0.28 0.62
O -0.32 0.18 1.92
H -0.49 1.55 -0.32
H 1.08 1.36 0.20
H 0.56 -1.06 0.66
H -1.06 -0.79 0.24
O -0.98 -3.76 -0.10
H -1.72 -3.43 0.46
H -1.22 -4.61 -0.50
O -0.42 1.12 4.53
H -0.40 0.74 3.65
H 0.44 1.12 4.92
O -0.04 -2.07 -2.08
H -0.68 -2.47 -1.43
H 0.21 -1.25 -1.62
O -1.78 -0.40 -3.15
H -1.64 -0.76 -4.04
H -1.19 -0.95 -2.60
O -3.62 0.13 -0.24
H -3.61 0.71 -1.03
H -2.73 0.14 0.11
O -0.69 2.44 -2.71
H -0.82 3.09 -2.03
H -0.28 1.70 -2.21
O 0.23 -2.66 2.52
H 0.51 -2.34 3.39
H -0.18 -1.87 2.11
O 0.47 4.30 -0.99
H 1.29 3.79 -1.21
H 0.45 4.21 -0.04
O 1.85 0.04 -4.21
H 1.34 -0.73 -4.56
H 1.41 0.19 -3.35
O -2.96 -2.99 1.26
H -3.01 -2.22 1.83
H -3.87 -3.07 0.91
O -3.97 -1.91 -2.04
H -3.37 -1.32 -1.57
H -4.00 -1.69 -2.94
O 3.21 2.72 1.08
H 2.72 1.88 1.19
H 3.32 2.91 0.12
O 2.27 0.44 2.30
H 1.32 0.32 1.99
H 2.76 0.00 1.59
O 3.02 -2.63 1.46
H 2.21 -3.12 1.27
H 3.77 -3.20 1.43
O 1.38 -4.57 0.66
H 1.90 -4.45 -0.12
H 0.65 -3.91 0.58
O 0.29 4.05 1.78
H 1.14 3.75 2.14
H -0.22 3.26 1.69
O 3.00 -0.42 -0.26
H 2.21 -0.20 -0.78
H 2.85 -1.27 0.17
O 3.34 -1.55 -2.71
H 2.87 -0.85 -3.18
H 3.34 -1.32 -1.81
O -2.45 -0.88 2.96
H -2.93 -0.19 3.45
H -1.63 -0.48 2.63
O -1.85 2.33 1.76
H -1.26 1.56 1.70
H -2.72 2.10 2.09
O 2.49 2.43 -1.85
H 2.31 2.75 -2.74
H 1.74 1.81 -1.71
O -2.42 3.59 -0.71
H -2.17 4.54 -0.76
H -2.10 3.20 0.12
*
```

- relative energy (zero: lowest compared OMol25 entry of this formula, charge and spin) (kJ/mol) = 0.0
- HOMO energy (eV) = -3.60

=====

> What is the formula in the eleventh record?

C2H42O21